[1]
Density functional theory data (wB97M-V/def2-TZVPD) for 2 unconnected molecules or ions with the total composition C14H26NO6P2S.

Geometry as ORCA input:
```
! RIJCOSX wB97M-V def2-TZVPD def2/J DEFGRID3
* xyz -1 1
C 3.090 -0.384 1.787
C 3.728 -0.619 0.300
O 4.959 -0.073 0.091
O 3.126 -1.295 -0.849
C 1.760 -1.760 -0.621
C 0.567 -0.678 -0.879
C 1.008 0.871 -1.095
C 0.312 1.809 0.103
C -1.309 1.988 -0.272
C -2.251 2.254 1.044
P -3.364 0.707 1.445
P -2.011 -0.642 2.532
S -2.334 -2.529 2.165
N -3.951 -0.013 -0.073
C -4.509 1.005 -1.042
C -5.424 2.309 -0.627
O -4.194 0.844 -2.357
C -4.852 -1.204 0.128
C -5.684 -1.622 1.471
O -5.032 -2.005 -0.960
H 2.433 -1.285 2.190
H 4.014 -0.324 2.541
H 2.503 0.619 1.924
H 1.588 -2.290 0.435
H 1.580 -2.640 -1.409
H -0.041 -1.017 -1.849
H -0.227 -0.742 0.010
H 2.146 1.080 -1.240
H 0.477 1.246 -2.097
H 0.776 2.876 -0.014
H 0.483 1.378 1.177
H -1.682 1.098 -0.948
H -1.369 2.957 -0.966
H -2.927 3.223 0.975
H -1.515 2.337 1.973
H -0.638 -0.313 2.221
H -2.190 -0.359 3.953
H -6.541 2.103 -0.911
H -5.059 3.220 -1.306
H -5.263 2.665 0.484
H -6.863 -1.684 1.291
H -5.538 -0.927 2.398
H -5.337 -2.729 1.751
C 7.336 -1.240 -1.932
C 8.761 -1.507 -2.385
O 9.428 -2.278 -1.639
O 9.097 -0.922 -3.452
H 7.106 -1.773 -1.005
H 7.197 -0.168 -1.759
H 6.634 -1.569 -2.704
*
```

The total energy is -58119.8027 eV.

---

[2]
Density functional theory data (wB97M-V/def2-TZVPD) for 3 unconnected molecules or ions with the total composition C14H26NO6S.

Geometry as ORCA input:
```
! RIJCOSX wB97M-V def2-TZVPD def2/J DEFGRID3
* xyz -1 1
C -0.785 -5.396 -4.481
C -1.013 -4.820 -5.877
N -1.079 -3.364 -5.884
C 0.223 -2.737 -5.489
C 0.209 -2.368 -3.993
C 0.822 -1.005 -3.718
C 0.810 -0.667 -2.221
S -0.819 -0.075 -1.631
H -1.165 -6.410 -4.373
H -1.243 -4.721 -3.761
H 0.283 -5.366 -4.266
H -1.969 -5.214 -6.250
H -0.226 -5.198 -6.549
H -1.186 -3.127 -6.866
H 0.257 -1.766 -6.005
H 0.761 -3.133 -3.434
H -0.820 -2.400 -3.599
H 1.861 -0.970 -4.043
H 0.237 -0.269 -4.268
H 1.047 -1.555 -1.642
H 1.551 0.093 -1.980
H -1.565 -0.452 -2.682
C 1.083 0.128 4.089
C 1.628 0.865 2.893
C 1.303 0.241 1.556
O 2.429 0.640 0.756
C 3.477 0.840 1.584
O 4.603 0.997 1.233
O 3.069 0.846 2.878
H 1.303 0.676 5.007
H 0.006 0.011 4.008
H 1.549 -0.854 4.185
H 1.312 1.914 2.916
H 0.377 0.611 1.124
H 1.270 -0.850 1.595
C -1.532 5.138 5.966
C -1.047 4.354 4.772
C -1.792 4.629 3.485
O -1.682 3.379 2.795
C -1.531 2.407 3.725
O -1.593 1.242 3.500
O -1.289 2.946 4.945
H -0.912 4.933 6.838
H -1.499 6.209 5.763
H -2.554 4.854 6.220
H 0.030 4.493 4.636
H -1.350 5.426 2.894
H -2.851 4.844 3.650
*
```

The total energy is -39548.6216 eV.

---

[3]
Density functional theory data (wB97M-V/def2-TZVPD) for a single C14H26O6 molecule.

Geometry as ORCA input:
```
! RIJCOSX wB97M-V def2-TZVPD def2/J DEFGRID3
* xyz 0 1
C -1.184 3.296 -0.252
C -1.858 2.027 0.346
C -3.328 2.358 0.765
C -4.124 1.183 1.389
C -3.804 -0.074 0.599
C -2.252 -0.340 0.495
C -1.662 0.688 -0.471
O -2.196 0.948 -1.796
O -2.107 -0.265 -2.662
O -0.234 0.404 -0.559
O 0.187 -0.890 -1.039
C 1.587 -1.021 -0.881
O 2.056 -0.604 -2.173
O 1.499 0.567 -2.764
C 1.925 -2.537 -0.755
C 3.486 -2.714 -0.776
C 4.153 -2.071 0.397
C 3.810 -0.559 0.306
C 2.252 -0.215 0.244
C 1.576 -0.460 1.639
H -0.146 3.236 -0.230
H -1.464 4.113 0.429
H -1.487 3.563 -1.333
H -1.418 1.883 1.423
H -3.864 2.697 -0.138
H -3.376 3.115 1.578
H -5.167 1.276 1.321
H -3.776 1.069 2.377
H -4.312 -0.899 1.182
H -4.418 -0.125 -0.356
H -1.724 -0.425 1.440
H -2.103 -1.322 0.109
H -1.890 -1.141 -2.192
H 0.750 0.891 -2.281
H 1.552 -2.797 0.192
H 1.408 -3.164 -1.556
H 4.001 -2.423 -1.700
H 3.690 -3.768 -0.667
H 3.837 -2.563 1.316
H 5.230 -2.099 0.382
H 4.449 -0.044 -0.589
H 4.260 -0.048 1.132
H 2.075 0.799 0.054
H 2.082 0.152 2.364
H 0.496 -0.200 1.635
H 1.531 -1.496 2.059
*
```

The total energy is -27214.7832 eV. Its energy above the lowest of the compared OMol25 structures with the same formula, charge and spin is 8.5247 eV.

---

[4]
Density functional theory data (wB97M-V/def2-TZVPD) for a molecular structure, C14H26SbTc.

Geometry as ORCA input:
```
! RIJCOSX wB97M-V def2-TZVPD def2/J DEFGRID3
* xyz 3 4
Tc 0.294 -0.215 0.261
C 0.140 -2.462 0.460
C 1.249 -2.013 -0.346
C 0.726 -1.349 -1.512
C -0.700 -1.339 -1.359
C -1.046 -2.051 -0.169
H 0.214 -2.974 1.411
H 2.295 -2.180 -0.121
H 1.286 -0.976 -2.356
H -1.402 -0.853 -2.025
H -2.048 -2.169 0.223
C 1.832 3.797 2.464
C 2.930 3.533 1.512
C 4.116 2.767 1.926
Sb 1.745 2.114 -0.257
C 3.318 2.054 -1.761
C 4.044 3.367 -1.977
C 4.240 0.865 -1.556
C 0.188 3.445 -0.939
C 0.531 4.930 -0.956
C -1.105 3.128 -0.193
H 2.232 4.609 3.105
H 1.615 2.965 3.131
H 0.931 4.219 2.018
H 3.091 4.287 0.735
H 3.897 1.940 2.599
H 4.718 3.496 2.504
H 4.764 2.466 1.102
H 2.630 1.870 -2.604
H 4.685 3.613 -1.128
H 3.379 4.206 -2.186
H 4.702 3.253 -2.841
H 4.980 1.060 -0.779
H 4.791 0.691 -2.483
H 3.717 -0.060 -1.306
H 0.095 3.094 -1.977
H 0.637 5.329 0.054
H -0.288 5.475 -1.429
H 1.438 5.150 -1.521
H -1.062 3.418 0.859
H -1.372 2.058 -0.243
H -1.933 3.672 -0.651
*
```

The total energy is -23641.7563 eV.

---

[5]
Density functional theory data (wB97M-V/def2-TZVPD) for a molecular structure, C14H27AlBBr3F5KMgN2O17.

Geometry as ORCA input:
```
! RIJCOSX wB97M-V def2-TZVPD def2/J DEFGRID3
* xyz 0 1
C 2.997 0.963 3.447
B 1.824 0.719 2.403
O 2.062 -0.028 1.260
C 0.396 1.352 2.687
C -0.787 1.079 1.701
C -1.966 1.327 2.672
C -3.010 0.197 2.866
C -2.535 -1.217 2.723
O -2.340 -1.897 3.695
O -2.405 -1.807 1.482
O -1.454 1.572 3.988
C -0.218 0.936 3.996
O 0.169 0.204 4.851
H 3.190 -0.019 3.873
H 3.875 1.328 2.935
H 2.690 1.642 4.234
H 2.230 -0.937 1.538
H 0.580 2.419 2.560
H -0.720 0.138 1.174
H -0.647 1.876 0.974
H -2.558 2.118 2.228
H -3.854 0.370 2.210
H -3.375 0.308 3.875
H -1.481 -1.825 1.217
C 0.883 5.486 -4.573
C -0.182 5.649 -3.545
O 0.035 4.793 -2.388
C 1.024 5.190 -1.550
O 1.709 6.180 -1.692
O 1.121 4.317 -0.581
C 2.207 4.547 0.340
H 0.979 4.451 -4.904
H 0.547 6.188 -5.363
H 1.871 5.794 -4.237
H -1.153 5.379 -3.957
H -0.240 6.661 -3.260
H 2.174 5.555 0.745
H 3.159 4.366 -0.154
H 2.093 3.838 1.153
O -5.240 -1.768 1.611
H -4.593 -1.936 2.331
H -6.150 -2.009 1.854
H -4.964 -2.179 0.761
C 5.940 -0.716 0.971
O 5.895 -0.637 -0.277
O 4.767 -0.363 1.573
O 6.889 -1.081 1.658
H 4.288 -0.171 0.728
F 4.933 -3.860 -2.328
Al 3.552 -3.158 -1.626
F 3.575 -1.454 -1.859
F 3.517 -3.474 0.060
F 2.137 -3.799 -2.350
C -0.154 -6.707 -3.361
N -0.067 -7.970 -4.141
O -0.777 -8.081 -5.119
O 0.708 -8.808 -3.742
H -0.885 -6.061 -3.833
H -0.460 -6.969 -2.351
H 0.830 -6.245 -3.363
C -1.757 -6.965 1.154
Br -3.024 -5.874 2.124
Br -2.655 -8.331 0.135
Br -0.579 -5.936 0.035
H -1.147 -7.466 1.889
K -0.451 7.657 -1.574
Mg -0.413 6.746 -6.948
N -5.453 -0.010 0.143
O -4.977 1.051 0.616
O -4.779 -0.699 -0.647
O -6.573 -0.415 0.528
F -0.824 8.476 -5.274
*
```

The total energy is -305494.4746 eV.